Record 1
Below is a cluster of 2 separate species, C9H11N3 in total in a non-equilibrium geometry, with properties calculated with the ωB97M-V functional and the def2-TZVPD basis.

Frontier orbital gap (spin up / spin down)   8.379 / 8.695 eV
Energy above the lowest of the compared OMol25 structures with the same formula, charge and spin   5.823 eV
E_HOMO (spin up / spin down)   -0.30480 / -0.30582 Ha
LUMO level (spin up / spin down)   0.085 / 0.374 eV
Electronic energy   -13976.476 eV

Each line ends with the natural charge from an NBO analysis.
Element x y z (Å)
C1 -0.036078 1.361713 -2.583977  -0.2378
C2 0.056154 2.524110 -1.879957  -0.2014
C3 -0.015292 0.110944 -2.076202  -0.1885
C4 0.389532 2.435815 -0.471009  -0.2686
C5 0.234425 0.006324 -0.706048  0.0897
C6 0.494673 1.162013 0.070081  0.1564
C7 0.639961 -0.635546 1.291560  0.2164
C8 1.065382 1.563216 2.388734  -0.4058
C9 -1.727152 -3.920801 0.167437  -0.5740
N1 0.365932 -1.066487 0.126165  -0.4265
N2 0.838219 0.708977 1.310685  -0.3924
N3 -0.977912 -3.184065 -0.710959  -0.0896
H1 -0.354384 1.482815 -3.550504  0.2007
H2 -0.021592 3.400251 -2.497609  0.2167
H3 -0.261652 -0.743928 -2.638533  0.2299
H4 0.709315 3.300756 0.067084  0.2062
H5 0.967504 -1.247007 2.091690  0.1910
H6 0.298748 1.377447 3.243596  0.2013
H7 2.062426 1.235623 2.926086  0.2078
H8 0.970302 2.621399 2.025883  0.2286
H9 -2.475830 -3.364106 0.668055  0.2118
H10 -1.044148 -4.351071 1.155764  0.1945
H11 -2.178532 -4.778392 -0.418024  0.2335

Atomic forces in eV per Å
-0.8742 0.0112 0.0674
1.4029 -0.1276 3.0615
0.2226 -0.6864 2.1125
-0.0815 0.3619 -2.3772
0.2337 0.7409 0.2220
-0.2179 0.2442 -1.5589
1.2459 0.6264 -0.0658
0.5645 -0.0151 3.8189
1.9619 -2.0898 1.6448
-0.6585 -1.9950 -0.9923
-0.9003 0.2442 -0.6835
0.1342 -0.0574 -0.6263
-0.3867 0.0664 -2.5574
0.0321 0.6978 0.6256
-0.0383 -0.9051 -0.6651
-0.2149 0.5661 0.3298
-0.1384 -0.4611 0.8559
0.9070 0.5655 -1.4986
-1.5119 1.3675 -1.2097
0.5955 -1.0600 0.8059
-1.2055 0.7373 0.4292
-1.4479 0.6883 -2.5781
0.3758 0.4795 0.8394



Record 2
Below is the molecule C9H11N3O4S in a non-equilibrium geometry, with properties calculated with the ωB97M-V functional and the def2-TZVPD basis.

Frontier orbital gap   8.702 eV
Energy above the lowest of the compared OMol25 structures with the same formula, charge and spin   1.523 eV
E_HOMO   -0.32686 Ha
LUMO level   -0.192 eV
Electronic energy   -33006.178 eV
Structure (SMILES)   CCOC(=O)Cc1csc(/C(=N/O)C(N)=O)n1

Each line ends with the natural charge from an NBO analysis.
Element x y z (Å)
C1 -3.145544 -0.809880 1.944892  -0.6346
C2 -3.880049 -0.175191 0.773429  -0.0764
O1 -3.068438 -0.174190 -0.405322  -0.5125
C3 -2.182519 0.813002 -0.535783  0.8098
O2 -2.053409 1.726435 0.231692  -0.5947
C4 -1.327097 0.590294 -1.774621  -0.5234
C5 -0.173081 -0.259433 -1.344232  0.1319
C6 -0.160161 -1.624676 -1.273605  -0.4342
S1 1.336111 -2.193900 -0.657050  0.4577
C7 1.853889 -0.522839 -0.524103  0.0394
C8 3.159596 -0.198983 -0.007503  0.0257
N1 3.814255 -1.186045 0.477218  -0.0628
O3 5.047946 -0.951764 1.011479  -0.5030
C9 3.683218 1.220156 -0.117940  0.6274
N2 2.755431 2.169998 0.118755  -0.8088
O4 4.844210 1.451947 -0.365091  -0.5744
N3 0.962572 0.331238 -0.914660  -0.4579
H1 -3.803331 -0.851183 2.808041  0.2186
H2 -2.269251 -0.218195 2.198751  0.2237
H3 -2.829256 -1.818582 1.689815  0.2101
H4 -4.768533 -0.749622 0.504610  0.1899
H5 -4.158410 0.856184 1.011942  0.2005
H6 -1.914702 0.081236 -2.536082  0.2401
H7 -0.957554 1.549926 -2.131952  0.2513
H8 -0.939806 -2.304067 -1.551354  0.2460
H9 5.367595 -1.821982 1.296366  0.4819
H10 1.773963 1.939428 0.081295  0.4260
H11 3.032349 3.130687 -0.009000  0.4026

Atomic forces in eV per Å
-0.0335 0.1561 -0.3832
-0.1421 0.1078 0.5131
-0.1275 -0.3336 -0.1897
0.1615 0.2492 -0.4491
-0.0011 0.1058 0.1664
-0.1472 0.0133 0.3111
-0.3394 -0.9605 -0.2445
0.2966 0.2916 0.0307
-0.0882 0.7464 -0.0585
-0.9167 -1.2915 -0.2670
1.4878 0.1891 0.4862
-0.1946 -0.4656 0.0465
-0.1244 0.3927 -0.2045
0.0847 0.2078 0.1580
-0.1080 0.3252 0.1899
0.1568 -0.0900 -0.0725
0.5154 0.5233 0.1830
-0.0597 -0.0239 0.1206
0.0504 0.0245 0.0601
0.0120 -0.1023 0.0238
0.0955 0.1080 0.0018
-0.0288 -0.1771 -0.0806
0.0166 0.0704 -0.0195
-0.0819 -0.0537 0.0043
-0.2145 -0.1337 -0.0785
-0.3737 0.1896 -0.1599
0.0442 0.0216 -0.0865
0.0600 -0.0906 -0.0018



Record 3
Below is a cluster of 2 separate species, C9H11N4O in total in a non-equilibrium geometry, with properties calculated with the ωB97M-V functional and the def2-TZVPD basis.

Net charge   +1
Frontier orbital gap (spin up / spin down)   5.365 / 5.366 eV
Energy above the lowest of the compared OMol25 structures with the same formula, charge and spin   3.738 eV
E_HOMO (spin up / spin down)   -0.40528 / -0.40530 Ha
LUMO level (spin up / spin down)   -5.663 / -5.663 eV
Electronic energy   -17508.516 eV

Each line ends with the natural charge from an NBO analysis.
Element x y z (Å)
C1 3.951609 1.105826 0.232949  -0.2767
C2 2.634703 -0.901101 -0.268384  -0.4209
C3 -2.341175 0.046019 -0.771143  -0.4623
C4 2.759128 1.858935 0.326849  0.0753
C5 3.890466 -0.319489 -0.017704  0.2901
C6 -3.523017 0.207043 -0.065749  0.2439
C7 -1.731524 -1.187157 -0.413586  0.6077
C8 1.680319 0.000005 -0.076569  0.7471
C9 -4.472558 1.341878 -0.308563  -0.6535
N1 -2.650168 -1.727354 0.597386  -0.4470
N2 -3.714517 -0.875786 0.679498  -0.3507
N3 1.533140 1.200216 0.186645  -0.3827
N4 5.097318 -0.961373 0.121681  -0.7182
O1 -0.666287 -1.655213 -0.653229  -0.6549
H1 4.970178 1.326943 0.541324  0.2526
H2 2.462830 -1.901655 -0.322471  0.2880
H3 -2.151884 0.617766 -1.620277  0.2320
H4 2.697154 2.921726 0.682398  0.2601
H5 -5.531418 0.899033 -0.750013  0.2442
H6 -4.754456 1.959687 0.569730  0.2419
H7 -3.993453 2.056476 -0.912781  0.2411
H8 -4.469899 -0.992042 1.375653  0.4248
H9 -2.701631 -2.670395 0.900184  0.4167
H10 5.894774 -0.460145 0.015081  0.4014
H11 5.130364 -1.889835 -0.048917  0.3998

Atomic forces in eV per Å
-1.8621 -0.8430 0.1895
0.4284 0.1471 0.4569
-1.3204 -0.5199 0.8977
1.2484 0.1653 0.9752
1.1693 1.8470 0.5573
0.7005 0.2167 -1.2974
-3.4329 1.3725 2.4641
-0.2386 3.9654 0.4789
-3.2762 -1.6425 0.9691
1.4798 1.4868 -1.3691
-1.9186 -0.1675 1.4547
0.8022 -2.5935 -0.8943
-4.5139 1.2385 0.3379
3.5177 -1.5610 -0.8115
-0.4953 1.3657 -0.1615
-0.3759 -2.7272 -0.5347
0.8423 0.9084 -0.9878
0.1467 -1.2469 -0.6930
2.8197 1.3456 0.8267
0.1514 -0.8351 -0.0493
0.3328 0.5434 -1.3817
1.0180 -0.0637 -0.6899
-0.2444 -0.6369 0.1772
2.6926 1.6643 -0.2910
0.3284 -3.4295 -0.6243



Record 4
Below is a cluster of 2 separate species, C9H11N4O in total in a non-equilibrium geometry, with properties calculated with the ωB97M-V functional and the def2-TZVPD basis.

Net charge   +1
Frontier orbital gap   9.643 eV
Energy above the lowest of the compared OMol25 structures with the same formula, charge and spin   2.035 eV
E_HOMO   -0.46471 Ha
LUMO level   -3.003 eV
Electronic energy   -17510.220 eV

Each line ends with the natural charge from an NBO analysis.
Element x y z (Å)
C1 -3.661344 -1.063652 0.109067  -0.2815
C2 -2.512092 1.126012 -0.157185  -0.3532
C3 2.600304 1.172858 -0.073449  -0.3753
C4 -2.495306 -1.676634 -0.244731  0.0870
C5 -3.660485 0.355633 0.067829  0.2555
C6 3.524652 0.142194 0.048107  0.2756
C7 1.325239 0.573449 -0.098061  0.5965
C8 -1.446362 0.273502 -0.216060  0.6334
C9 5.035029 0.130936 0.024185  -0.6672
N1 1.476577 -0.792524 -0.056916  -0.3926
N2 2.845546 -1.054893 -0.034116  -0.3627
N3 -1.389809 -0.991025 -0.268016  -0.5179
N4 -4.833571 1.023451 0.134968  -0.7728
O1 0.242663 1.197787 -0.159395  -0.5291
H1 -4.544721 -1.511928 0.279935  0.2344
H2 -2.387158 2.143999 -0.293736  0.2688
H3 2.889448 2.168191 -0.079506  0.2550
H4 -2.292521 -2.793564 -0.353030  0.2269
H5 5.455374 0.320176 -1.086838  0.2694
H6 5.298145 1.052784 0.648538  0.2608
H7 5.302952 -0.896118 0.314672  0.2404
H8 2.981386 -1.825433 0.583503  0.4052
H9 0.940419 -1.574463 0.229490  0.4407
H10 -5.749183 0.643784 0.053163  0.4040
H11 -4.945187 1.855486 0.627580  0.3988

Atomic forces in eV per Å
2.5380 2.4165 -1.3563
1.7521 -2.3443 0.4474
1.2766 -2.7243 0.4045
-0.6489 -3.4135 0.8096
-1.1043 0.1475 -0.1040
-0.6441 -0.1478 -1.2512
0.1967 -1.3621 0.2991
1.6731 -0.0103 0.1229
-0.4733 1.5224 -1.5398
1.9281 1.5238 -0.3648
-0.6467 0.6717 0.1381
3.1056 2.5293 -0.4389
-0.9331 -0.1970 -0.2123
-4.1536 -0.4550 -0.2888
-2.7482 -1.7933 0.4654
-0.3436 1.8254 -0.0646
-0.0872 1.6836 -0.2012
-1.0109 1.5449 0.1457
-1.1400 -0.4370 2.5212
0.4546 -1.8230 -0.5705
0.7228 0.8106 0.3764
1.0620 -0.5332 0.2779
-1.2985 0.0066 -0.0517
-0.1394 -1.2330 -0.2040
0.6625 1.7916 0.6397



Record 5
Below is the molecule C9H11NO in a non-equilibrium geometry, with properties calculated with the ωB97M-V functional and the def2-TZVPD basis.

Frontier orbital gap   8.930 eV
Energy above the lowest of the compared OMol25 structures with the same formula, charge and spin   4.743 eV
E_HOMO   -0.30644 Ha
LUMO level   0.591 eV
Electronic energy   -13044.331 eV
Structure (SMILES)   Oc1cccc2c1CNCC2

Each line ends with the natural charge from an NBO analysis.
Element x y z (Å)
O1 -0.016289 -3.032682 -0.696206  -0.7091
C1 -0.354206 -1.884196 0.236158  0.3115
C2 -1.564135 -2.181655 0.881219  -0.2780
C3 -2.096948 -1.130705 1.592342  -0.1958
C4 -1.406203 0.164923 1.595723  -0.2289
C5 -0.280269 0.475502 0.727854  0.0069
C6 0.105560 -0.577457 -0.128739  -0.0873
C7 1.228238 -0.318567 -1.166774  -0.2415
N1 1.161533 1.082882 -1.594645  -0.6253
C8 1.212407 2.174528 -0.671341  -0.1842
C9 0.086577 1.790042 0.310324  -0.4724
H1 1.120329 -2.896569 -0.968458  0.4552
H2 -2.086699 -3.210304 1.003870  0.2438
H3 -3.040525 -1.417778 2.148249  0.2235
H4 -1.699203 1.037416 2.069479  0.2035
H5 2.091256 -0.761859 -0.738834  0.1803
H6 1.160847 -0.891995 -2.148345  0.2133
H7 1.999576 1.156241 -2.268482  0.3620
H8 2.220163 2.553337 0.065727  0.1485
H9 0.955833 3.336203 -1.077299  0.2168
H10 -0.970148 1.951844 -0.207872  0.2315
H11 0.172306 2.580851 1.036051  0.2256

Atomic forces in eV per Å
5.3841 2.7617 0.6560
-0.6903 -2.0714 -4.6638
0.4357 -0.5622 1.0301
0.2216 1.9790 0.9649
1.0103 -2.1106 -1.9056
-1.7236 -4.7723 0.2211
0.8432 -1.5772 1.4066
-2.5791 -0.6779 -0.5369
4.2460 0.5606 -2.7731
0.1210 2.3869 2.7006
-2.4174 4.3409 -1.2099
-5.3374 -0.6906 1.2978
1.4963 1.8188 -0.7546
1.2171 1.2535 -0.4063
-1.3263 1.1381 1.4350
1.7120 0.4484 0.7030
-0.6674 0.4798 1.2502
-1.9210 0.1384 0.9653
-2.0707 -1.9462 -2.1931
0.3972 -3.6010 0.3406
2.1776 0.8107 0.4061
-0.5288 -0.1072 1.0659



Record 6
Below is a structure of composition C9H11NO in a non-equilibrium geometry, with properties calculated with the ωB97M-V functional and the def2-TZVPD basis.

Frontier orbital gap   7.512 eV
Energy above the lowest of the compared OMol25 structures with the same formula, charge and spin   1.500 eV
E_HOMO   -0.27069 Ha
LUMO level   0.147 eV
Electronic energy   -13047.574 eV

Each line ends with the natural charge from an NBO analysis.
Element x y z (Å)
C1 -0.287814 -0.337676 1.728088  -0.0515
C2 0.884658 0.159408 1.267014  -0.0847
C3 1.287985 0.457205 -2.539036  -0.2682
C4 -0.011740 0.032712 -2.850937  -0.2147
C5 1.651037 0.529190 -1.194238  -0.1613
C6 -0.867040 -0.416070 -1.906502  -0.2602
C7 0.776574 0.153456 -0.161091  -0.1232
C8 -0.483155 -0.300632 -0.553487  0.1503
N1 -1.119952 -0.585544 0.620251  -0.5690
C9 1.965185 0.696207 2.156612  -0.6260
H1 -0.622595 -0.439206 2.760417  0.1983
H2 2.060187 0.694825 -3.282576  0.2139
H3 -0.272739 -0.114929 -3.907195  0.2081
H4 2.626268 0.949093 -0.914600  0.1990
H5 -1.908965 -0.692986 -2.114634  0.2066
H6 -2.132106 -0.715577 0.548282  0.4024
H7 2.883338 0.120437 1.951453  0.2123
H8 1.750658 0.643031 3.237242  0.2150
H9 2.142784 1.750297 1.884641  0.2137
O1 -3.282990 -1.060747 0.780029  -0.8580
H10 -3.440288 -1.393362 1.692648  0.5025
H11 -3.599290 -0.129132 0.797618  0.4949

Atomic forces in eV per Å
-1.1227 0.2898 -1.5064
-0.1158 0.0478 0.8627
0.6685 0.1495 1.1909
0.8331 -0.6623 -1.9313
0.7891 0.5863 -0.0759
-1.6647 0.3233 1.7006
1.3911 0.6964 -1.4329
0.8814 -0.1015 1.3309
2.1936 0.3307 -0.3898
0.6400 -0.0707 -0.7072
-0.0285 -0.0762 -0.4302
-0.6997 -0.0060 0.1513
-0.0215 0.3367 0.4155
-0.2162 -0.3272 -0.2552
0.5566 -0.1423 -0.2208
2.0782 -0.5169 0.7463
-0.0337 0.4101 0.2936
-0.1387 -0.0962 -0.5577
0.1571 -0.3204 0.2423
-6.0283 -0.2004 1.3811
0.1713 0.1794 -0.8479
-0.2904 -0.8298 0.0404